{
  "formula": "C3H9N2O",
  "method": "ωB97M-V with the def2-TZVPD basis set",
  "symbols": ["C", "C", "C", "N", "N", "O", "H", "H", "H", "H", "H", "H", "H", "H", "H"],
  "positions_angstrom": [[2.8770, 0.4097, -0.6868], [-1.8552, 0.5952, 1.6917], [-0.9669, -0.6971, -0.1817], [0.3727, 0.7220, 1.1624], [-0.6977, 0.2260, 0.8597], [3.8438, 0.8616, -1.0887], [1.9535, -0.7397, -2.9725], [-1.3536, 1.2155, 2.5270], [-2.4563, 1.1110, 0.9243], [-2.1171, -0.2687, 2.2734], [-1.7074, -1.3998, -0.0513], [-1.4372, -0.2001, -1.1649], [-0.1970, -1.2422, -0.6255], [1.0713, 0.4242, 0.5086], [2.6701, -1.0175, -3.1755]],
  "atomic_forces_ev_per_a": [[2.34, 1.21, -0.87], [2.28, 1.69, 1.20], [-1.13, 1.70, -4.73], [-0.41, 0.28, 0.14], [-0.13, -0.27, 1.28], [-2.20, -1.12, 0.92], [1.48, -0.61, -0.50], [-1.29, -0.14, -1.68], [-0.80, -0.31, 1.26], [-1.20, -0.67, -0.58], [-1.83, -1.32, 1.65], [1.03, -0.12, 2.25], [2.19, -0.42, 0.03], [1.19, -0.45, -0.75], [-1.52, 0.55, 0.39]],
  "homo_lumo_gap_ev": 11.0,
  "charge": 1,
  "energy_ev": -8273.7988
}

{
  "formula": "C5H8O",
  "method": "ωB97M-V with the def2-TZVPD basis set",
  "symbols": ["O", "C", "C", "C", "C", "C", "H", "H", "H", "H", "H", "H", "H", "H"],
  "positions_angstrom": [[1.2199, 0.5914, 1.5558], [0.6264, 0.0915, 0.3977], [-0.0698, -1.2638, 0.3723], [-1.2747, -0.5909, -0.3583], [-0.5953, 0.7709, -0.1267], [0.6896, 0.7984, -0.9152], [1.7925, 1.3290, 1.3176], [-0.3629, -1.5309, 1.3908], [0.4295, -2.1235, -0.0892], [-2.2514, -0.7509, 0.1056], [-1.3585, -0.8609, -1.4195], [-0.8169, 1.5717, 0.5729], [1.2204, 1.7455, -0.9637], [0.7512, 0.2225, -1.8401]],
  "atomic_forces_ev_per_a": [[0.60, -0.21, 0.02], [-0.06, -0.15, -0.03], [0.11, -0.16, 0.09], [-0.12, -0.03, -0.04], [-0.11, 0.06, 0.14], [0.23, 0.03, -0.03], [0.04, -0.19, 0.05], [0.08, 0.02, -0.08], [-0.02, 0.16, 0.01], [0.24, 0.08, 0.05], [-0.01, 0.16, 0.21], [-0.90, 0.22, -0.78], [-0.02, -0.14, 0.18], [-0.07, 0.13, 0.21]],
  "smiles": "O[C@@]12CC[C@@H]1C2",
  "homo_lumo_gap_ev": 9.7,
  "energy_ev": -7359.8712
}

{
  "formula": "C6H7F6NO2",
  "method": "ωB97M-V with the def2-TZVPD basis set",
  "symbols": ["C", "C", "C", "C", "C", "C", "N", "O", "O", "F", "F", "F", "F", "F", "F", "H", "H", "H", "H", "H", "H", "H"],
  "positions_angstrom": [[1.0495, -1.4458, -0.9662], [-1.0413, -0.6758, -0.1531], [0.0088, 0.1655, -2.2522], [1.7021, 1.3762, 1.3690], [2.9508, 1.4161, 0.5360], [1.7786, 0.7803, 2.6968], [0.0116, -0.7773, -1.2298], [1.9522, -2.1940, -0.8109], [0.7698, 2.3988, 1.1749], [3.7291, 0.4135, 0.7547], [3.7155, 2.5709, 0.6824], [2.7073, 1.3103, -0.8079], [0.6237, 0.1694, 2.9518], [1.8273, 1.8013, 3.7244], [2.7563, -0.1799, 2.8879], [-0.5435, -0.7050, 0.7920], [-1.4434, 0.2900, -0.3854], [-1.7229, -1.4465, -0.1767], [0.9138, 0.0639, -2.7314], [-0.8885, 0.0263, -3.0405], [-0.2467, 1.1320, -1.7598], [0.9623, 3.1803, 1.8379]],
  "atomic_forces_ev_per_a": [[3.62, -2.94, 0.77], [1.84, 1.25, -0.34], [-4.20, 2.24, -2.17], [1.72, -1.41, -1.64], [-2.19, 1.61, 1.24], [0.41, 0.98, -0.73], [-0.43, -2.49, 2.52], [-3.64, 3.18, -0.59], [0.40, 2.21, 1.97], [1.99, -1.76, 0.71], [-0.17, -0.28, -0.50], [-0.46, 0.77, -0.97], [-1.27, -0.82, 1.21], [0.50, -1.51, -0.53], [-0.96, 1.59, 0.49], [0.38, 0.51, 0.71], [-0.56, 0.37, 0.54], [-1.56, -1.69, -0.65], [1.93, 0.75, -1.37], [2.00, -0.24, 1.80], [1.03, -0.30, -0.66], [-0.38, -2.04, -1.82]],
  "homo_lumo_gap_ev": 4.8,
  "energy_ev": -28220.8208
}

{
  "formula": "C10H14BClN6Pt",
  "method": "ωB97M-V with the def2-TZVPD basis set",
  "symbols": ["H", "N", "B", "N", "C", "Pt", "H", "C", "H", "C", "H", "C", "H", "H", "H", "N", "N", "N", "N", "C", "C", "H", "H", "C", "C", "C", "C", "H", "H", "H", "H", "H", "Cl"],
  "positions_angstrom": [[1.6375, -2.2956, -2.7927], [1.2832, -0.5424, -1.6668], [1.6396, 1.2072, 0.2695], [2.1020, 0.2272, -0.8530], [3.3640, 0.0338, -1.2625], [-0.5912, -0.4567, -2.3581], [4.1576, 0.6676, -0.9376], [3.3853, -1.0190, -2.1544], [4.2205, -1.3927, -2.6910], [2.0778, -1.4656, -2.2758], [2.4956, 1.9967, 0.5485], [-4.6861, -3.0376, 0.8075], [-5.6102, -3.0159, 0.2174], [-3.9797, -2.3048, 0.4004], [-4.8978, -2.8017, 1.8584], [1.1665, 0.4655, 1.5847], [0.4484, 1.8649, -0.4891], [0.2094, -0.5153, 1.4825], [-0.5271, 1.2133, -1.2312], [1.5082, 0.5552, 2.8807], [0.1944, 3.1806, -0.5404], [2.2681, 1.2918, 3.1472], [0.8978, 3.8885, -0.1616], [0.7493, -0.3861, 3.6317], [-1.0246, 3.3706, -1.1547], [-0.0670, -1.0372, 2.6564], [-1.5149, 2.1162, -1.4685], [0.7476, -0.6005, 4.6711], [-1.4914, 4.3015, -1.3783], [-0.7980, -1.8288, 2.7054], [-2.4451, 1.7751, -1.8940], [-4.2827, -3.9877, 0.7402], [-2.6372, -1.4677, -2.2919]],
  "atomic_forces_ev_per_a": [[0.03, -0.11, -0.36], [0.94, -1.78, 1.23], [-0.35, -0.43, -1.20], [0.15, 0.36, -0.55], [-0.79, -0.54, 0.04], [-1.18, -0.77, 1.15], [0.36, 0.13, 0.40], [-0.19, -0.85, -0.38], [0.59, -0.32, -0.09], [0.81, 1.66, -0.13], [-0.21, -0.11, -0.07], [-0.91, 1.95, 0.13], [0.21, 0.12, 0.25], [-0.14, -0.10, 0.08], [-0.02, -0.03, -0.35], [0.36, -0.14, 2.15], [-0.04, 0.65, 0.00], [-1.26, -1.09, -0.83], [-0.54, 0.80, 1.59], [1.07, 1.62, -2.43], [0.16, -1.34, 0.16], [-0.28, -0.37, 0.37], [0.22, 0.29, 0.31], [-1.15, -1.08, -0.58], [-1.62, -0.10, -0.68], [0.89, 0.95, -0.59], [0.70, 1.12, -0.22], [0.27, 0.13, 0.74], [-0.25, 0.43, 0.06], [0.04, 0.02, 0.36], [-0.04, 0.19, -0.17], [0.89, -1.94, -0.10], [1.28, 0.68, -0.28]],
  "multiplicity": 5,
  "homo_lumo_gap_ev": [9.5, 5.5],
  "charge": 2,
  "energy_ev": -35961.9712
}

{
  "formula": "C13H16IN3PbS",
  "method": "ωB97M-V with the def2-TZVPD basis set",
  "symbols": ["C", "C", "H", "H", "H", "H", "H", "H", "Pb", "C", "H", "H", "H", "I", "N", "C", "C", "C", "C", "C", "C", "N", "C", "C", "C", "S", "C", "N", "H", "H", "H", "H", "H", "H", "H"],
  "positions_angstrom": [[0.9552, 3.2361, -2.9288], [1.8907, 1.9220, -3.2088], [-0.1316, 3.0369, -2.8940], [1.0562, 3.8715, -3.8193], [1.3128, 3.8971, -2.1120], [1.3615, 0.9438, -3.2329], [2.2402, 2.0269, -4.2456], [2.7997, 1.8893, -2.5916], [0.7775, 1.8036, -1.0700], [2.8392, 1.2579, -0.3262], [3.2898, 0.4787, -0.9562], [2.6119, 0.8674, 0.6700], [3.4926, 2.1370, -0.2368], [1.0806, 4.4332, 0.4166], [-1.5637, -1.7564, 2.1234], [-2.0573, -2.4863, 1.0569], [-2.7395, -3.6892, 1.0289], [-2.9729, -4.2636, -0.2323], [-2.5234, -3.6214, -1.4033], [-1.8201, -2.4091, -1.3512], [-1.5682, -1.8288, -0.0998], [-0.8059, -0.7387, 0.2927], [-0.8121, -0.7221, 1.6487], [-0.1060, 0.1827, 2.5396], [-0.2218, 0.2265, 3.9278], [0.8026, 1.4609, 4.5757], [1.3299, 1.8302, 2.9637], [0.7926, 1.0954, 2.0233], [-1.7201, -1.9586, 3.1032], [-3.0572, -4.1445, 1.9686], [-3.5087, -5.2118, -0.3062], [-2.7254, -4.0936, -2.3668], [-1.4544, -1.8972, -2.2406], [-0.8598, -0.4222, 4.5141], [2.0151, 2.6464, 2.7691]],
  "atomic_forces_ev_per_a": [[0.94, 0.57, -2.76], [0.18, 1.18, -2.32], [0.66, 0.18, 0.01], [0.20, -0.11, 0.11], [-0.34, -0.50, -0.42], [0.27, 0.59, 0.17], [-0.05, 0.02, 0.24], [-0.51, -0.02, -0.29], [-1.63, -1.78, 4.96], [0.32, -0.03, 0.12], [0.04, 0.14, 0.21], [0.36, 0.00, -0.31], [-0.11, -0.29, -0.10], [-0.05, 0.13, 0.24], [-0.25, -0.10, 0.56], [0.55, 0.27, -0.22], [-0.36, -0.45, -0.46], [0.09, 0.44, 0.59], [0.24, 0.46, 0.12], [-0.14, -0.04, 0.02], [-0.10, -0.48, 1.09], [0.45, 0.54, 1.60], [-0.63, -1.01, -2.68], [0.68, 0.87, 1.36], [0.15, 0.02, -1.25], [-0.37, -0.58, -0.84], [-0.67, -0.69, -0.21], [-0.28, 0.35, 0.67], [0.04, -0.01, -0.38], [0.00, -0.08, -0.39], [0.19, 0.31, 0.03], [0.11, 0.22, 0.28], [-0.13, -0.29, 0.08], [0.18, 0.31, 0.21], [-0.03, -0.12, -0.04]],
  "homo_lumo_gap_ev": 7.4,
  "energy_ev": -42393.2540
}

{
  "formula": "C2H7IN",
  "method": "ωB97M-V with the def2-TZVPD basis set",
  "symbols": ["C", "C", "N", "I", "H", "H", "H", "H", "H", "H", "H"],
  "positions_angstrom": [[-1.5727, 0.5785, -0.3626], [2.0667, -1.0469, -0.2326], [-1.3178, 1.2168, 0.8050], [-0.0909, -1.6690, -0.5896], [2.0871, -0.3405, 0.6345], [-2.5171, 0.0943, -0.5574], [-1.3360, 1.0604, -1.2851], [2.4571, -0.5497, -1.0269], [2.5227, -2.0912, 0.0556], [-1.7302, 0.9236, 1.6374], [-0.5690, 1.8236, 0.9218]],
  "atomic_forces_ev_per_a": [[-1.73, 0.70, -0.82], [-0.43, -3.46, 4.23], [-0.52, -0.70, -0.77], [1.96, -0.12, 0.01], [-0.57, -0.80, -0.58], [-0.42, -0.15, 0.88], [0.92, 0.57, -0.43], [0.86, 0.92, -2.89], [-0.57, 2.37, -0.84], [-0.84, -0.47, 1.29], [1.34, 1.16, -0.07]],
  "multiplicity": 3,
  "homo_lumo_gap_ev": [4.8, 5.3],
  "charge": 1,
  "energy_ev": -11765.7814
}